{
  "formula": "C8H10NOPS",
  "method": "ωB97M-V with the def2-TZVPD basis set",
  "species": ["C", "C", "C", "C", "C", "C", "C", "C", "N", "O", "P", "S", "H", "H", "H", "H", "H", "H", "H", "H", "H", "H"],
  "coordinates": [[2.520, 0.220, 1.993], [2.498, -0.940, 1.157], [1.571, 1.220, 1.815], [1.449, -0.998, 0.203], [0.546, 1.111, 0.912], [0.443, -0.018, 0.112], [-0.834, 0.852, -2.020], [-0.798, -0.178, -0.617], [-0.784, -0.033, -3.043], [-1.914, 0.213, 0.114], [-3.304, -0.584, 0.027], [-2.836, -2.600, -0.071], [3.181, 0.254, 2.849], [3.404, -1.579, 0.876], [1.774, 2.138, 2.443], [1.454, -1.880, -0.425], [-0.261, 1.938, 0.824], [-1.902, 1.347, -1.988], [-0.064, 1.651, -2.140], [-0.957, -1.167, -1.065], [-1.683, -0.327, -3.368], [-3.503, -0.639, 1.412]],
  "atomic_forces_ev_per_a": [[-0.143, -1.885, -0.595], [0.274, 1.508, -1.761], [1.324, 1.181, 1.565], [0.398, -0.063, 0.658], [-1.385, 1.657, -0.337], [1.101, -0.514, 1.658], [-2.646, 1.237, 1.442], [-0.557, 1.247, -3.553], [1.724, -1.200, -2.003], [0.519, 0.550, 0.707], [-0.153, -2.033, 0.067], [-0.603, 0.866, -0.143], [0.391, 0.302, -0.306], [-1.456, 0.621, 1.427], [-0.846, -1.032, -0.778], [-0.329, 0.095, -0.276], [1.558, -1.507, 0.190], [1.918, -0.409, 0.496], [-0.180, -0.809, 0.788], [0.364, 0.185, 0.391], [-0.844, -0.231, 0.006], [-0.430, 0.236, 0.355]],
  "orbital_gap_ha": [0.2296, 0.3206],
  "e_above_lowest_kj_mol": 540.5,
  "lumo_ev": [-2.41, -0.46]
}

{
  "formula": "C22H61N5O7",
  "method": "ωB97M-V with the def2-TZVPD basis set",
  "species": ["C", "O", "C", "C", "C", "N", "H", "H", "H", "H", "H", "H", "H", "H", "H", "H", "H", "C", "O", "C", "C", "C", "N", "H", "H", "H", "H", "H", "H", "H", "H", "H", "H", "H", "C", "O", "C", "C", "C", "N", "H", "H", "H", "H", "H", "H", "H", "H", "H", "H", "H", "C", "O", "C", "C", "C", "N", "H", "H", "H", "H", "H", "H", "H", "H", "H", "H", "H", "C", "O", "C", "C", "C", "N", "H", "H", "H", "H", "H", "H", "H", "H", "H", "H", "H", "O", "C", "C", "O", "H", "H", "H", "H", "H", "H"],
  "coordinates": [[1.248, 4.866, 2.400], [0.307, 4.408, 3.373], [-1.127, 4.382, 3.057], [-1.951, 3.934, 4.345], [-1.755, 2.468, 4.584], [-3.351, 4.227, 4.043], [2.196, 5.085, 2.892], [0.954, 5.830, 1.984], [1.311, 4.068, 1.660], [-1.386, 5.426, 2.881], [-1.261, 3.710, 2.209], [-1.565, 4.524, 5.177], [-1.467, 2.081, 3.607], [-2.555, 1.827, 4.954], [-0.894, 2.260, 5.219], [-3.693, 3.817, 4.900], [-3.556, 5.180, 4.309], [4.581, 0.359, 6.190], [4.128, 1.732, 5.929], [2.761, 1.863, 5.340], [2.594, 1.249, 3.875], [3.616, 1.888, 2.840], [1.278, 1.421, 3.323], [5.380, 0.171, 5.472], [3.768, -0.367, 6.181], [5.199, 0.234, 7.080], [2.048, 1.373, 6.003], [2.584, 2.937, 5.393], [2.765, 0.174, 3.924], [4.649, 1.582, 3.006], [3.458, 2.945, 2.627], [3.415, 1.362, 1.906], [1.267, 1.035, 2.390], [1.093, 2.411, 3.245], [-2.756, -1.380, -2.236], [-2.809, -0.369, -1.192], [-1.848, -0.409, -0.172], [-1.867, 0.867, 0.626], [-3.218, 1.242, 1.167], [-1.316, 2.008, -0.006], [-3.162, -2.370, -2.030], [-1.697, -1.557, -2.425], [-3.236, -0.973, -3.126], [-2.091, -1.248, 0.479], [-0.855, -0.539, -0.601], [-1.147, 0.653, 1.417], [-3.921, 1.281, 0.335], [-3.234, 2.099, 1.839], [-3.409, 0.357, 1.774], [-2.031, 2.327, -0.644], [-1.347, 2.771, 0.656], [-0.723, 0.020, -9.353], [-1.507, -0.323, -8.238], [-1.418, 0.453, -7.042], [-0.917, -0.375, -5.775], [-0.607, 0.502, -4.584], [0.301, -1.038, -6.177], [0.287, 0.333, -9.087], [-1.107, 0.924, -9.825], [-0.695, -0.748, -10.126], [-0.794, 1.312, -7.288], [-2.417, 0.857, -6.878], [-1.585, -1.218, -5.599], [-0.586, -0.231, -3.778], [-1.455, 1.184, -4.508], [0.281, 1.129, -4.665], [0.158, -1.444, -7.090], [0.669, -1.651, -5.463], [0.543, -6.648, 1.797], [0.441, -6.158, 0.464], [-0.869, -5.794, -0.034], [-0.798, -5.236, -1.454], [-0.702, -6.290, -2.596], [0.198, -4.175, -1.584], [1.599, -6.682, 2.065], [0.164, -7.664, 1.908], [0.052, -5.923, 2.447], [-1.698, -6.501, -0.013], [-1.405, -5.088, 0.601], [-1.820, -4.881, -1.585], [-0.592, -5.835, -3.581], [-1.435, -7.089, -2.711], [0.224, -6.848, -2.460], [0.971, -4.822, -1.532], [0.197, -3.516, -0.818], [1.746, 1.778, -0.087], [1.848, 0.975, -1.166], [2.140, -0.484, -0.753], [3.521, -0.532, -0.227], [0.805, 1.934, 0.025], [0.938, 1.048, -1.761], [2.662, 1.237, -1.841], [2.102, -1.128, -1.632], [1.377, -0.952, -0.132], [3.810, 0.366, -0.047]],
  "atomic_forces_ev_per_a": [[-1.190, -0.079, 0.286], [-0.625, -0.161, 0.940], [1.706, 0.617, 1.735], [1.470, 0.938, -1.898], [1.085, -1.033, -0.496], [-0.188, -0.328, 1.350], [-0.019, -0.553, 0.145], [-0.325, -0.042, -0.414], [0.531, 0.353, -0.492], [-0.385, -0.047, -0.611], [-0.486, 0.168, 0.034], [0.069, 0.137, 0.087], [-0.083, -0.624, 0.106], [-0.466, 0.590, 0.069], [0.058, 0.174, -0.020], [-1.351, -0.720, -0.085], [0.235, 0.776, -0.661], [0.408, 1.273, -0.899], [-1.198, -1.096, -0.168], [1.220, -1.050, -0.315], [2.021, 1.509, -0.018], [-0.247, -1.799, 0.298], [-0.973, 0.012, 0.778], [-0.520, -0.529, -0.789], [0.110, 0.016, -0.142], [-0.750, 0.705, 0.791], [-0.099, -0.114, 0.081], [-0.045, -0.026, -0.358], [0.322, -0.020, 0.151], [0.199, 0.660, 0.540], [0.179, 0.005, 0.460], [-0.320, 0.127, -0.196], [0.056, -0.024, -0.150], [-0.299, 0.234, -0.022], [1.141, 0.857, 0.696], [-1.103, -0.327, -1.271], [-0.344, -0.367, -0.679], [0.341, 0.038, 1.305], [-0.104, -1.916, 0.707], [0.978, 1.342, -1.774], [-0.460, 0.158, 0.669], [0.144, -0.058, -0.410], [0.028, 0.069, 0.184], [0.254, -0.167, 0.351], [0.286, -0.135, -0.044], [-0.180, -0.205, 0.625], [-0.173, 0.253, 0.244], [0.070, 0.143, -0.328], [-1.075, 0.056, 0.294], [0.111, 0.091, -0.875], [0.282, 0.018, 0.315], [0.261, 1.411, 0.066], [-0.183, -1.313, 0.348], [0.132, -0.265, -0.023], [0.862, 0.391, -2.477], [-1.459, -0.270, -0.278], [0.990, 0.695, -0.637], [0.349, -0.487, 0.265], [-0.437, 0.145, -0.233], [-0.166, -0.304, 0.483], [0.480, 0.075, 0.568], [-0.151, -0.083, 0.346], [-1.114, 0.675, 0.556], [0.276, 0.734, 0.611], [-0.143, 0.036, 0.748], [0.160, -0.507, -0.209], [0.274, -0.614, 0.245], [-0.090, -0.295, -0.347], [-0.102, 0.563, -0.491], [-1.030, -0.229, -0.758], [0.060, -0.170, 0.366], [-2.143, -0.271, 0.001], [1.743, -0.067, 0.204], [-0.362, -1.370, -1.273], [0.022, 0.146, -0.209], [-0.390, 0.042, 0.006], [-0.193, -0.269, 0.397], [0.634, -1.552, -0.120], [0.853, 1.035, 0.459], [-0.155, 0.727, 0.026], [-0.166, 0.386, 0.141], [-0.565, 0.476, 0.657], [0.334, -0.091, 0.008], [1.370, 1.069, 0.260], [0.072, -0.336, 0.318], [0.334, 1.609, 1.782], [-0.220, -2.587, -1.633], [1.365, 0.562, -0.838], [-1.645, -0.663, -0.233], [-0.644, 0.308, 0.195], [-0.197, -0.295, -0.226], [0.251, 0.402, 0.103], [0.381, 0.074, -0.340], [0.254, 0.432, 0.939], [-0.195, 0.142, 0.103]],
  "orbital_gap_ha": 0.3444,
  "smiles": "COC[C@H](C)N.COC[C@H](C)N.COC[C@H](C)N.COC[C@H](C)N.COC[C@H](C)N.OCCO",
  "e_above_lowest_kj_mol": 455.8,
  "lumo_ev": 0.61
}

{
  "formula": "C3H6N2",
  "method": "ωB97M-V with the def2-TZVPD basis set",
  "species": ["H", "N", "C", "N", "C", "C", "H", "H", "H", "H", "H"],
  "coordinates": [[-2.075, -0.284, -1.902], [-1.676, -0.711, -1.074], [-0.726, -0.210, -0.500], [-0.030, 1.331, -0.453], [-0.022, -0.280, 0.755], [1.169, -0.936, 0.843], [0.478, 1.553, -1.300], [0.188, 2.046, 0.234], [-0.685, -0.231, 1.612], [1.553, -1.246, 1.803], [1.824, -1.033, -0.018]],
  "atomic_forces_ev_per_a": [[0.124, 0.345, 0.111], [-0.035, -0.792, -1.163], [1.566, 5.386, 3.207], [-1.069, 0.358, -4.058], [0.882, -5.657, 0.771], [-0.773, 1.003, 0.449], [-0.126, 0.020, -0.126], [-0.581, -0.968, 0.483], [0.129, 0.364, 0.231], [0.160, 0.251, 0.080], [-0.276, -0.310, 0.016]],
  "orbital_gap_ha": 0.3149,
  "smiles": "[H]/N=C(\\N)C=C",
  "e_above_lowest_kj_mol": 412.5,
  "lumo_ev": 0.76
}

The following largest force on an atom values (in eV/A) correspond, in order, to the records above: 3.81 3.07 6.46.